No. 1
Formula: C40H76O20S5
Source: OMol25
Level of theory: ωB97M-V/def2-TZVPD

Calculated values
**Charge**: +1
**LUMO (alpha / beta)**: -2.7 / -9.5 eV
**Calculated total energy**: -137821.2638 eV
**Multiplicity**: 2
**Gap between HOMO and LUMO (alpha / beta)**: 8.0 / 1.3 eV
**Max |F|**: 0.101 hartree/bohr

Last column: Löwdin charge in e.
Atoms and positions in Å:
C -6.35559 2.28597 -4.88553  0.014
C -5.97468 1.79252 -3.39360  -0.275
C -5.63510 0.34279 -3.30690  -0.073
O -4.39665 0.54350 -2.56607  0.023
C -3.87090 1.77343 -2.68923  -0.546
O -2.67053 1.98343 -2.58675  0.109
O -4.83722 2.61292 -3.06958  0.094
H -7.22850 1.73626 -5.23759  0.079
H -5.59611 2.25040 -5.66658  0.088
H -6.65033 3.30867 -4.65034  0.077
H -6.67378 1.82368 -2.55791  0.158
H -5.29754 -0.10217 -4.24293  0.131
H -6.29317 -0.42976 -2.90913  0.141
C 0.88252 0.36743 1.49672  0.011
C -0.11845 -0.12457 0.43985  -0.334
C 0.18112 0.11768 -0.97766  -0.125
O 0.00459 -1.13647 -1.54619  0.081
C -0.04803 -2.09169 -0.61944  -0.475
O -0.26793 -3.32920 -0.77904  0.086
O -0.18684 -1.50139 0.56949  0.072
H 0.70511 -0.16761 2.42965  0.073
H 0.77775 1.44136 1.65094  0.079
H 1.92948 0.37740 1.19360  0.063
H -1.06365 0.29221 0.78768  0.148
H 1.18465 0.46686 -1.22075  0.116
H -0.38257 0.95782 -1.38327  0.127
C -2.44680 5.00574 2.55637  -0.014
C -2.18179 4.18592 3.85413  -0.432
O -2.36440 4.64729 4.97697  0.045
C -1.81631 2.68461 3.70074  -0.017
H -2.52627 4.29991 1.72958  0.059
H -1.62051 5.66198 2.28307  0.079
H -3.38135 5.56258 2.62451  0.081
H -1.37180 2.27035 4.60567  0.060
H -1.25759 2.40378 2.80796  0.056
H -2.80608 2.23112 3.64770  0.080
C -3.09031 -3.67879 -3.07391  -0.003
C -2.78376 -2.90404 -4.31929  -0.502
O -3.09579 -3.32021 -5.42149  0.059
C -1.90311 -1.71386 -4.16694  -0.019
H -3.70214 -4.55182 -3.30099  0.091
H -3.70880 -3.10910 -2.38036  0.062
H -2.08603 -3.89179 -2.70764  0.087
H -0.87782 -2.08031 -4.21790  0.090
H -2.07984 -1.28634 -3.17998  0.068
H -1.96329 -0.91986 -4.91128  0.080
C 1.59727 0.74062 7.50780  -0.029
C 1.35259 0.21695 6.21187  -0.541
O 0.57856 0.74612 5.46607  0.069
C 2.14551 -1.03267 5.81472  -0.007
H 2.31737 0.24839 8.16145  0.092
H 0.69519 0.54067 8.08605  0.107
H 1.71684 1.82267 7.45326  0.109
H 2.20373 -1.22601 4.74358  0.060
H 1.64906 -1.86419 6.31491  0.092
H 3.12944 -0.98048 6.28083  0.082
C -6.02269 -0.93121 1.19125  0.001
C -4.51301 -0.91892 1.24368  -0.495
O -3.99326 -0.03345 1.85249  0.040
C -3.57563 -1.53433 0.21714  0.004
H -6.38690 0.09130 1.29086  0.087
H -6.45144 -1.56729 1.96564  0.084
H -6.32606 -1.22096 0.18521  0.071
H -4.21016 -2.07250 -0.48702  0.070
H -2.91091 -2.32848 0.55710  0.072
H -2.88589 -0.74432 -0.07996  0.083
C 2.72670 4.09690 -3.29126  -0.172
C 1.20295 3.57852 -3.19266  -0.170
C 0.82830 3.68786 -1.68277  -0.216
S 1.60065 5.25876 -1.08570  0.713
O 2.43949 5.00198 0.11938  -0.381
O 0.72216 6.40983 -1.10169  -0.325
C 2.67345 5.51705 -2.56546  -0.196
H 3.04644 4.14045 -4.33240  0.095
H 3.34163 3.26782 -2.94114  0.083
H 0.86361 2.64644 -3.64453  0.100
H 0.72271 4.46130 -3.61475  0.107
H 1.23334 2.89630 -1.05230  0.068
H -0.25426 3.66316 -1.55806  0.102
H 3.58703 6.02981 -2.26455  0.093
H 2.19199 6.36232 -3.05721  0.097
C 4.77378 1.63310 0.02452  -0.152
C 5.72855 2.93523 0.03194  -0.154
C 6.90419 2.67369 0.92660  -0.145
S 7.44567 1.01638 0.41795  0.869
O 7.88976 0.22339 1.60973  -0.164
O 8.31492 1.18028 -0.72522  -0.207
C 5.71074 0.46299 -0.11993  -0.098
H 3.99344 1.61142 -0.73620  0.120
H 4.06105 1.59469 0.84831  0.116
H 5.28170 3.84146 0.44082  0.133
H 6.04157 3.25204 -0.96292  0.132
H 6.64654 2.36083 1.93845  0.127
H 7.81888 3.26423 0.87460  0.138
H 5.33412 -0.16413 0.68814  0.124
H 5.90069 0.09512 -1.12824  0.132
C 3.14489 0.61906 -7.33392  -0.250
C 1.68731 0.95077 -7.36167  -0.186
C 0.93021 -0.32793 -6.64494  -0.157
S 1.98320 -0.71531 -5.17272  0.767
O 2.27378 -2.19012 -5.19122  -0.359
O 1.43326 0.05266 -3.99793  -0.390
C 3.46318 0.23942 -5.85180  -0.193
H 3.75737 1.42701 -7.73414  0.119
H 3.44250 -0.24217 -7.93210  0.114
H 1.19649 1.02443 -8.33212  0.112
H 1.59565 1.94516 -6.92475  0.107
H 1.06507 -1.16661 -7.32798  0.101
H -0.07868 -0.15447 -6.27057  0.080
H 4.42545 -0.17593 -5.55242  0.100
H 3.35687 1.27142 -5.51748  0.074
C -1.29460 -1.94054 4.37387  -0.192
C -2.32717 -1.40214 5.39665  -0.166
C -3.62227 -2.29591 5.32454  -0.219
S -3.40715 -3.38643 3.95107  0.725
O -4.66631 -3.29220 3.15595  -0.352
O -2.92343 -4.67401 4.51764  -0.336
C -2.11349 -2.51303 3.14052  -0.225
H -0.66860 -2.70679 4.83114  0.094
H -0.54640 -1.21569 4.05313  0.076
H -2.68875 -0.40547 5.14367  0.106
H -2.09104 -1.43482 6.46026  0.111
H -4.50441 -1.67973 5.15058  0.104
H -3.83184 -2.91550 6.19649  0.106
H -2.54588 -1.58640 2.76303  0.072
H -1.58617 -3.01054 2.32657  0.101
C 0.94723 -5.10840 3.36763  -0.126
C 1.20632 -5.79129 1.95316  -0.253
C 2.60010 -5.99521 1.66732  -0.235
S 3.42212 -4.44587 2.28988  0.700
O 3.59568 -3.51856 1.19577  -0.354
O 4.59163 -4.90886 3.03057  -0.350
C 2.06055 -3.99569 3.46028  -0.202
H 1.08309 -5.92363 4.07830  0.116
H 0.00259 -4.59483 3.54656  0.082
H 0.80781 -5.15636 1.16186  0.103
H 0.57553 -6.66490 1.78884  0.125
H 2.90788 -6.22427 0.64707  0.117
H 2.98369 -6.82919 2.25506  0.108
H 1.80750 -2.94882 3.29260  0.070
H 2.61347 -4.03178 4.39893  0.086

Cartesian forces (eV/Å) of the 6 atoms listed first:
-1.297 -0.049 2.725
-1.842 0.572 -2.577
3.235 -0.047 -1.056
0.796 -1.933 1.204
1.651 -0.661 -0.699
-2.226 0.189 0.368



No. 2
Formula: C3HAgFO2
Source: OMol25
Level of theory: ωB97M-V/def2-TZVPD

Calculated values
**Charge**: +1
**LUMO (alpha / beta)**: -6.2 / -6.3 eV
**Calculated total energy**: -13924.5048 eV
**Multiplicity**: 3
**Gap between HOMO and LUMO (alpha / beta)**: 7.4 / 7.6 eV
**Energy relative to the best compared isomer or geometry (same formula, charge and spin)**: 0.00 kJ/mol
**Max |F|**: 0.053 hartree/bohr

Last column: Löwdin charge in e.
Atoms and positions in Å:
F 0.93336 -0.77835 -1.76115  -0.009
O 0.14342 1.23359 0.01323  0.082
O 0.09921 -0.03980 1.88030  -0.002
C -0.66430 0.53894 -0.81951  0.044
C -0.34131 -0.19864 -1.85733  -0.047
C 0.64928 0.68129 1.09345  -0.117
H -1.03997 -0.76315 -2.47027  0.129
Ag 0.22031 -0.67388 3.92129  0.920

Cartesian forces (eV/Å) of the 6 atoms listed first:
-1.179 0.857 -0.755
1.384 -0.308 0.184
0.332 -0.026 -0.880
-0.948 0.600 -0.710
1.117 -1.960 1.484
-1.091 0.578 0.308



No. 3
Formula: H2N2O4S
Source: OMol25
Level of theory: ωB97M-V/def2-TZVPD

Calculated values
**LUMO (alpha / beta)**: 0.2 / -2.8 eV
**Calculated total energy**: -22030.0825 eV
**Multiplicity**: 3
**Gap between HOMO and LUMO (alpha / beta)**: 8.7 / 8.1 eV
**Energy relative to the best compared isomer or geometry (same formula, charge and spin)**: 131.72 kJ/mol
**Max |F|**: 0.099 hartree/bohr

Last column: Löwdin charge in e.
Atoms and positions in Å:
N -1.61740 -0.57896 -0.79160  -0.168
N 1.81656 0.94107 -0.67733  -0.114
O 2.03399 0.87833 0.46619  0.057
O -0.24951 1.04144 0.60845  -0.189
O 0.03827 -1.49207 0.94185  -0.276
O 0.91658 -0.00999 -1.16573  -0.195
S -0.31630 -0.44851 0.00230  0.702
H -1.83121 -1.59575 -0.78618  0.044
H -0.79098 1.26444 1.40204  0.140

Cartesian forces (eV/Å) of the 6 atoms listed first:
1.266 -0.654 0.574
-0.571 -0.037 -3.505
2.697 0.344 4.276
-1.190 -0.534 0.281
0.656 1.451 -1.036
-1.506 -1.165 0.537